Molecular formula: C2H7NO3
Method: DFT, ωB97M-V with the def2-TZVPD basis set

Values from the calculation:
Maximum force, eV/Å: 1.2
SMILES: COO[C@H](N)O
Energy above the lowest of the compared OMol25 structures with the same formula, charge and spin, eV: 3.9691
LUMO level, eV: 0.868

Each line ends with the natural charge from an NBO analysis.
Element x y z (Å)
C (1.301, 0.460, 1.504)  -0.26
O (0.270, 0.873, 0.616)  -0.30
O (-0.757, -0.173, 0.705)  -0.29
C (-1.220, -0.421, -0.621)  0.47
N (-0.122, -0.723, -1.506)  -0.86
O (-1.905, 0.686, -1.143)  -0.70
H (2.166, 1.112, 1.358)  0.20
H (1.597, -0.571, 1.291)  0.18
H (0.956, 0.547, 2.538)  0.18
H (-1.915, -1.263, -0.580)  0.17
H (0.274, -1.603, -1.180)  0.36
H (0.592, -0.032, -1.279)  0.37
H (-1.238, 1.107, -1.703)  0.47